Density functional theory data (wB97M-V/def2-TZVPD) for a molecular structure, C50H31N8OSiTl.

Calculated values
**Energy relative to the best compared isomer or geometry (same formula, charge and spin)**: 4.9 kJ/mol
**HOMO energy**: -0.57 eV
**Total charge**: -2
**Frontier orbital gap**: 4.9 eV

XYZ file:
```
92
Properties=species:S:1:pos:R:3:mulliken_charge:R:1
Tl -0.1044 -0.2095 0.1289 2.57
C 1.1262 -4.0350 5.3343 -0.65
C -0.2633 -4.1312 5.4059 -0.60
C -1.0762 -3.3310 4.6078 0.01
C -0.4650 -2.4345 3.7513 0.39
C -1.0374 -1.4759 2.7613 -0.23
N -2.2915 -1.3629 2.5201 -0.63
C -2.8621 -0.5437 1.5509 -0.44
C -4.2357 -0.3115 1.3579 0.32
C -5.3981 -0.7500 2.0299 -0.27
C -6.6242 -0.3251 1.5937 -0.59
C -6.7420 0.5546 0.4763 -0.58
C -5.6345 0.9933 -0.1977 -0.26
C -4.3550 0.5641 0.2215 0.31
C -3.0509 0.8175 -0.2352 -0.51
N -2.6944 1.6630 -1.2843 -0.63
C -1.4987 1.9284 -1.6655 0.03
N -0.2843 1.4479 -1.2071 -0.23
C 0.8003 2.0723 -1.7948 0.07
N 2.0570 1.9454 -1.5663 -0.69
C 2.6269 1.1409 -0.5800 -0.74
N 1.9543 0.4366 0.3726 -0.38
C 2.8069 -0.2247 1.2037 -1.25
N 2.4486 -1.0893 2.2338 -0.49
C 1.2511 -1.3317 2.6278 -0.29
N 0.0425 -0.8064 2.2019 -0.46
C 0.9210 -2.3425 3.6742 0.17
C 1.7356 -3.1388 4.4588 0.06
C 4.1161 0.0585 0.7741 0.76
C 5.3926 -0.3579 1.2117 -0.17
C 6.5054 0.0889 0.5496 -0.69
C 6.3917 0.9713 -0.5668 -0.63
C 5.1678 1.3905 -1.0150 -0.19
C 4.0004 0.9361 -0.3619 0.90
C 0.2261 3.0098 -2.8058 0.03
C 0.8377 3.8721 -3.6965 -0.06
C 0.0257 4.6474 -4.5202 -0.59
C -1.3632 4.5609 -4.4412 -0.59
C -1.9735 3.6958 -3.5367 -0.05
C -1.1617 2.9227 -2.7278 -0.01
N -2.1944 0.1473 0.5868 -0.29
H 1.7368 -4.6730 5.9628 0.36
H -0.7128 -4.8450 6.0867 0.38
H -2.1570 -3.4025 4.6338 0.54
H -5.3027 -1.4175 2.8798 0.49
H -7.5236 -0.6573 2.1003 0.36
H -7.7293 0.8748 0.1592 0.36
H -5.7235 1.6600 -1.0483 0.49
H 2.8129 -3.0624 4.3747 0.53
H 5.4746 -1.0325 2.0580 0.46
H 7.4911 -0.2297 0.8719 0.35
H 7.2940 1.3069 -1.0680 0.35
H 5.0819 2.0542 -1.8688 0.49
H 1.9183 3.9301 -3.7408 0.55
H 0.4776 5.3295 -5.2312 0.37
H -1.9733 5.1774 -5.0921 0.38
H -3.0507 3.6159 -3.4541 0.55
O 0.2212 -2.0864 -0.8353 0.31
Si 0.4478 -3.4835 -1.5270 -1.97
C 2.2916 -3.5946 -1.9285 -0.17
C 3.1235 -2.5635 -1.4784 0.14
C 4.4935 -2.5798 -1.7178 -0.11
C 5.0556 -3.6386 -2.4192 -0.64
C 4.2475 -4.6746 -2.8781 -0.64
C 2.8801 -4.6485 -2.6326 -0.22
C -0.5059 -3.7237 -3.1415 0.45
C -0.9222 -4.9436 -3.6788 -0.09
C -1.6045 -5.0088 -4.8891 -0.68
C -1.8884 -3.8446 -5.5900 -0.39
C -1.4839 -2.6186 -5.0759 -0.63
C -0.8032 -2.5635 -3.8671 -0.43
C -0.0042 -4.8226 -0.2661 0.91
C 0.7785 -4.8469 0.8966 -0.59
C 0.4502 -5.6513 1.9786 -0.49
C -0.6728 -6.4694 1.9157 -0.49
C -1.4636 -6.4640 0.7754 -0.72
C -1.1334 -5.6420 -0.2986 -0.25
H 2.6935 -1.7333 -0.9306 0.49
H 5.1083 -1.7639 -1.3513 0.17
H 6.1227 -3.6566 -2.6110 0.37
H 4.6851 -5.5005 -3.4289 0.36
H 2.2612 -5.4640 -3.0010 0.25
H -0.6994 -5.8651 -3.1561 0.41
H -1.9177 -5.9698 -5.2816 0.36
H -2.4267 -3.8912 -6.5298 0.34
H -1.7078 -1.7030 -5.6105 0.41
H -0.5091 -1.5989 -3.4619 0.28
H 1.6460 -4.1945 0.9709 0.25
H 1.0494 -5.6159 2.8818 0.45
H -0.9412 -7.0882 2.7649 0.36
H -2.3558 -7.0787 0.7295 0.35
H -1.7946 -5.6126 -1.1540 0.40
```